Entry 1:
Below is C5H10ClN2O8S3 as an isolated structure, with properties calculated with wB97M-V/def2-TZVPD.

Properties
Orbital gap, eV: 8.34
Net charge: -1

```
29
Properties=species:S:1:pos:R:3:forces:R:3:lowdin_charge:R:1
Cl 2.635331 0.046988 -4.230678 0.165 -0.042 -0.011 0.323
S -0.160728 1.291817 2.203929 -0.192 0.195 -0.237 0.614
S 0.765548 0.551896 -3.526760 -1.647 0.573 0.010 0.182
S 0.324768 -1.939640 -2.479091 -0.462 -1.073 -0.311 0.484
O 0.240463 1.417353 -4.544294 0.158 -0.174 -0.174 -0.395
O 0.388568 0.795210 3.411084 0.167 -0.021 0.090 -0.212
O -0.183815 2.893070 2.282841 -0.135 -0.082 0.345 -0.183
O 0.328322 0.895065 0.937091 0.101 0.149 0.385 -0.208
O -0.534548 -3.072300 -2.740931 -0.384 0.285 -0.009 -0.346
O 1.730526 -2.264881 -2.506670 0.207 0.652 0.011 -0.366
O 0.969586 1.167960 -2.240740 0.540 -0.306 0.093 -0.386
O -1.748741 1.072322 2.209972 0.043 0.108 -0.133 -0.181
N -0.143421 -0.755955 -3.476061 1.276 0.059 0.276 -0.354
N 0.283206 -3.534974 0.436356 -0.039 0.212 0.018 0.134
C -1.494606 3.372997 1.962888 -0.113 0.020 -0.446 -0.165
C -0.065720 -1.441958 -0.802793 0.575 -0.100 0.494 -0.204
C 0.702894 -2.375749 0.124261 -0.202 -0.234 0.119 -0.468
C 2.020515 -1.891095 0.640670 0.088 -0.144 -0.291 -0.043
C -2.422185 2.300998 2.495545 -0.057 0.129 0.329 -0.168
H -0.602293 -3.701853 -0.042319 -0.024 -0.124 -0.010 0.042
H 2.546523 -2.700792 1.134927 -0.012 -0.107 0.091 0.074
H 2.604553 -1.559256 -0.216759 0.106 0.143 0.006 0.082
H -1.659601 4.341058 2.427240 0.197 -0.013 0.113 0.132
H -1.572243 3.468693 0.877902 -0.037 -0.009 0.007 0.138
H 0.220269 -0.409726 -0.598581 -0.133 -0.278 -0.512 0.045
H 1.900145 -1.057748 1.325056 -0.053 0.160 0.049 0.058
H -3.395051 2.310257 2.011996 0.043 -0.177 -0.106 0.134
H -2.549919 2.383062 3.577285 -0.004 0.031 -0.006 0.131
H -1.128344 -1.602821 -0.653366 -0.172 0.168 -0.192 0.103
```
Forces are in eV/Å.

=====

Entry 2:
Below is a single C5H10ClN3O2 molecule, with properties calculated with wB97M-V/def2-TZVPD.

Properties
Orbital gap, eV: 9.25
Energy relative to the best compared isomer or geometry (same formula, charge and spin), kJ/mol: 0.0

```
21
Properties=species:S:1:pos:R:3:forces:R:3:lowdin_charge:R:1
Cl 2.679794 0.473455 1.113109 0.686 -1.151 0.899 0.621
O -4.954536 0.346043 0.290169 -1.675 -0.310 0.185 0.101
O -3.589078 0.601382 -1.348811 0.227 -0.005 -2.516 0.113
N -0.787730 1.154361 -0.679995 1.369 -2.435 6.187 0.039
N -3.892981 0.405449 -0.232209 3.014 0.576 3.243 -0.439
N -2.809724 0.320836 0.724669 -1.059 0.643 2.655 0.097
C 0.499726 0.619349 -1.154960 -1.433 -0.507 -2.763 -0.289
C 1.949117 1.872347 0.422081 0.240 1.550 -2.216 -0.641
C -0.648021 -0.341421 1.487492 1.156 -0.367 0.801 0.019
C 1.679283 1.626482 -1.088927 -1.394 -0.193 0.024 -0.260
C -1.413794 0.305935 0.652657 0.527 2.080 -6.106 -0.237
H 1.358667 2.615402 -1.568085 0.171 -1.308 0.720 0.126
H 0.391666 -0.530420 1.336539 0.551 0.739 -0.444 -0.010
H 2.724991 2.640192 0.384602 -0.343 0.251 0.885 0.061
H 1.005215 2.169946 0.945546 0.982 -0.259 -0.448 0.088
H 0.335503 0.412271 -2.272038 0.282 0.083 1.293 0.126
H 2.509941 1.245475 -1.757761 -0.491 0.344 1.386 0.119
H -1.423318 1.330230 -1.370220 -2.223 0.001 -1.789 0.022
H -0.875890 -0.719251 2.461084 -1.170 -0.392 0.185 0.065
H -3.116579 0.378659 1.734108 -0.323 -0.287 -2.038 0.179
H 0.580107 -0.403268 -0.719222 0.907 0.947 -0.145 0.099
```
Forces are in eV/Å.

=====

Entry 3:
Below is a 2-piece molecular cluster, C5H10ClN3O3S overall, with properties calculated with wB97M-V/def2-TZVPD.

Properties
Orbital gap (spin up / spin down), eV: 8.90 / 8.90

```
23
Properties=species:S:1:pos:R:3:forces:R:3:lowdin_charge:R:1
Cl 2.681742 -0.351638 3.405236 -0.054 -0.171 0.439 0.715
S 0.932883 0.266738 0.542642 2.008 -1.376 -1.419 0.620
O 0.882650 1.768555 -0.059061 0.081 0.176 0.489 -0.307
O 0.268661 0.081891 1.790036 -0.677 1.511 -0.398 -0.295
O 2.322006 -0.122822 0.461967 -0.173 0.139 0.045 -0.352
N 1.384006 -2.222782 2.070686 0.011 -1.513 0.350 -0.171
N -1.925647 -1.655424 0.394973 -1.426 3.099 -1.083 0.171
N 0.762808 -2.900198 1.209243 -0.837 2.029 1.438 0.085
C 2.127580 2.535468 -0.244614 1.029 -1.793 1.080 -0.043
C -2.062994 0.602502 -0.714794 4.262 -0.886 -0.210 -0.014
C 1.716990 -1.682729 3.088175 0.331 -0.516 -0.940 -0.513
C 0.067013 -0.744794 -0.744081 0.565 -1.291 2.345 -0.151
C -1.369503 -0.729713 -0.279826 -1.483 0.321 -1.534 -0.459
H 2.164311 2.929988 -1.236603 -0.401 0.440 -0.375 0.086
H 0.336557 -0.225937 -1.621737 -0.231 0.417 -1.307 0.083
H -1.260920 -2.286150 0.700329 1.769 -2.094 0.563 -0.022
H 2.999728 1.880086 -0.098431 -0.483 -0.312 -0.571 0.079
H -1.224493 1.340132 -0.350823 -2.517 -0.576 -0.584 0.093
H -2.129122 0.709970 -1.811815 0.171 -0.201 0.412 0.085
H -3.003539 0.624332 -0.301087 -1.972 0.685 1.229 0.041
H 0.483965 -1.819251 -0.716139 -0.336 2.123 0.115 0.115
H 2.340633 3.215370 0.566174 -1.003 0.772 0.046 0.089
H 1.305269 -3.586241 0.752387 1.364 -0.984 -0.124 0.065
```
Forces are in eV/Å.

=====

Entry 4:
Below is C5H10ClNO5ReS2Se as an isolated structure, with properties calculated with wB97M-V/def2-TZVPD.

Properties
Orbital gap (spin up / spin down), eV: 5.93 / 6.13
<S²>: 0.7643
Spin multiplicity: 2

```
26
Properties=species:S:1:pos:R:3:forces:R:3:lowdin_charge:R:1
Re -0.476980 -2.176238 -1.147325 0.847 0.898 1.735 1.252
Se -2.255396 -4.466037 2.567428 -0.235 -0.259 0.508 0.742
Cl 1.294088 -3.397433 -1.751395 0.593 -0.107 -0.387 0.067
S -1.998809 -0.979446 -2.413163 -3.166 0.496 -1.582 0.282
S 0.010780 0.278587 0.823368 0.822 1.201 0.510 1.028
O -2.954989 -0.308778 -3.212045 0.189 -0.040 -0.082 -0.219
O -2.010427 -2.507112 -2.463718 -0.246 -0.603 -0.618 -0.406
O -2.104558 -0.731090 -0.934063 0.445 -0.303 0.774 -0.417
O 0.705930 -0.847441 0.056485 0.331 -1.119 -1.091 -0.680
O -0.561957 -0.696959 -2.683243 1.483 0.240 -0.078 -0.402
N -0.873874 -3.283582 0.329113 -0.166 0.154 -0.116 -0.189
C -0.235247 1.641635 -0.383597 -0.043 -0.390 -0.042 -0.353
C 0.881249 1.755678 -1.400100 0.200 -0.150 0.061 -0.120
C 1.168241 1.796501 2.870195 -0.150 -0.088 -0.059 -0.128
C -1.436388 -3.764754 1.252227 -0.193 -0.237 0.229 -0.889
C 1.514855 0.913529 1.689370 -0.603 -0.039 0.047 -0.351
H 0.556689 2.388619 -2.222356 -0.050 0.066 -0.015 0.092
H 1.108816 0.774971 -1.814626 0.061 0.117 -0.018 0.060
H 2.078030 2.211573 3.294698 0.062 0.055 0.037 0.082
H 2.027032 0.010557 2.008416 -0.027 -0.153 -0.071 0.094
H 1.787205 2.184143 -0.976754 0.037 0.044 -0.025 0.070
H 0.524979 2.619962 2.572494 -0.050 0.176 0.036 0.069
H 2.138791 1.429666 0.967606 -0.034 -0.080 -0.211 0.081
H -0.375800 2.547460 0.204965 -0.055 -0.003 0.152 0.094
H 0.661101 1.223442 3.641016 -0.077 0.010 0.111 0.077
H -1.173361 1.382548 -0.874995 0.025 0.114 0.195 0.066
```
Forces are in eV/Å.

=====

Entry 5:
Below is a 2-piece molecular cluster, C5H10ClNS overall, with properties calculated with wB97M-V/def2-TZVPD.

Properties
Orbital gap, eV: 8.23
Energy relative to the best compared isomer or geometry (same formula, charge and spin), kJ/mol: 298.2

```
18
Properties=species:S:1:pos:R:3:forces:R:3:lowdin_charge:R:1
Cl 4.182515 -1.040632 -0.197859 -0.767 0.009 0.000 0.549
S 2.034822 4.829872 0.665560 2.090 0.298 0.316 0.495
N 1.534580 -0.726873 -0.321792 1.147 0.312 0.102 -0.036
C -1.858453 -1.526862 -1.373839 -1.672 -2.343 -1.190 -0.118
C 2.623914 -0.228962 0.002319 2.307 -0.359 0.718 -0.581
C -0.847350 -1.650669 1.076429 0.210 -2.621 -1.985 -0.043
C -0.644026 -1.787845 -0.495148 0.205 -0.587 0.695 -0.389
C 0.556275 -1.016003 -0.932919 -2.976 -0.544 -1.522 -0.013
H 0.102520 -1.856119 1.534198 0.346 -0.559 0.414 0.061
H 0.960528 5.504878 0.975381 -1.171 -0.090 -0.121 -0.248
H -0.319646 -2.806099 -0.878841 -0.246 0.569 1.150 0.155
H 2.732210 0.708145 0.466248 -0.101 0.969 0.406 0.051
H -1.521554 -1.598917 -2.428365 -0.260 0.075 0.519 0.075
H -1.050672 -0.680829 1.354740 -0.784 2.371 0.261 0.042
H -2.391878 -0.615591 -1.286307 -0.018 1.273 0.468 0.047
H -1.644817 -2.308134 1.458861 0.424 0.166 -0.164 0.083
H 1.600681 3.759083 0.035260 -0.921 -0.217 -0.209 -0.249
H -2.747419 -2.319209 -1.281267 2.187 1.278 0.143 0.118
```
Forces are in eV/Å.

=====

Number 1: strongest force on any atom 1.7 eV/A, total energy -69735.9555 eV, molar mass 357.79 g mol⁻¹. Number 2: strongest force on any atom 6.8 eV/A, total energy -26428.8928 eV, molar mass 179.61 g mol⁻¹. Number 3: strongest force on any atom 4.4 eV/A, total energy -39311.7912 eV, molar mass 227.67 g mol⁻¹. Number 4: strongest force on any atom 3.6 eV/A, total energy -118742.6557 eV, molar mass 528.89 g mol⁻¹. Number 5: strongest force on any atom 3.4 eV/A, total energy -30191.6021 eV, molar mass 151.66 g mol⁻¹.